Record 1
Density functional theory data (ωB97M-V with the def2-TZVPD basis set) for a structure of composition C23H36FeN7PS in a non-equilibrium geometry.

## Properties
HOMO-LUMO gap (alpha / beta)   0.2562 / 0.2621 Ha
2S+1   5
Total charge   0

Element x y z (Å)
Fe1 1.25 0.16 1.48
C1 0.46 4.89 -0.75
N1 1.64 4.10 -0.92
C2 2.53 4.19 -1.96
C3 3.48 3.25 -1.77
N2 3.18 2.56 -0.61
C4 2.03 3.10 -0.08
S1 1.26 2.80 1.37
C5 3.92 1.46 -0.15
C6 5.27 1.38 -0.49
C7 5.97 0.22 -0.19
C8 5.30 -0.81 0.48
C9 3.99 -0.61 0.87
N3 3.29 0.50 0.56
H1 0.65 5.91 -1.07
H2 0.20 4.87 0.31
H3 -0.36 4.48 -1.33
H4 2.41 4.90 -2.75
H5 4.32 3.01 -2.39
H6 5.76 2.21 -0.97
H7 7.01 0.12 -0.47
H8 5.79 -1.74 0.69
H9 3.45 -1.35 1.45
N4 -0.66 1.17 7.52
C10 0.05 0.87 6.66
N5 0.93 0.55 5.78
C11 1.00 0.32 4.57
N6 1.27 0.03 3.46
C12 0.33 -1.00 -2.45
C13 -0.94 -1.74 -2.00
C14 -2.10 -1.52 -2.96
C15 -0.58 -3.23 -1.99
P1 -1.24 -1.24 -0.15
N7 0.13 -1.05 0.55
C16 -2.17 0.47 -0.11
C17 -2.05 1.06 1.30
C18 -3.63 0.45 -0.55
C19 -1.38 1.41 -1.02
C20 -2.31 -2.58 0.74
C21 -2.73 -1.95 2.07
C22 -1.39 -3.74 1.08
C23 -3.55 -3.07 0.00
H10 0.78 -1.52 -3.30
H11 1.04 -0.99 -1.63
H12 0.13 0.02 -2.75
H13 -1.85 -1.96 -3.93
H14 -2.29 -0.46 -3.13
H15 -3.00 -1.99 -2.60
H16 -0.18 -3.52 -2.96
H17 -1.46 -3.85 -1.81
H18 0.17 -3.43 -1.23
H19 -2.84 0.72 1.97
H20 -2.11 2.14 1.24
H21 -1.08 0.81 1.74
H22 -4.25 -0.09 0.15
H23 -3.75 0.02 -1.54
H24 -3.99 1.48 -0.59
H25 -0.32 1.38 -0.73
H26 -1.75 2.42 -0.88
H27 -1.47 1.16 -2.07
H28 -1.88 -1.46 2.53
H29 -3.08 -2.73 2.75
H30 -3.54 -1.24 1.95
H31 -0.41 -3.36 1.38
H32 -1.26 -4.43 0.24
H33 -1.80 -4.32 1.91
H34 -4.19 -2.24 -0.31
H35 -4.13 -3.71 0.66
H36 -3.29 -3.65 -0.88



Record 2
Density functional theory data (ωB97M-V with the def2-TZVPD basis set) for the molecule C6H9NO in a non-equilibrium geometry.

## Properties
SMILES   C1N[C@@H]2CO[C@H]3[C@@H]1[C@H]32
Energy above the lowest of the compared OMol25 structures with the same formula, charge and spin   158.0 kcal/mol
HOMO-LUMO gap   0.3718 Ha
2S+1   1
Total charge   0

Element x y z (Å)
C1 0.31 0.20 -1.77
C2 -0.03 0.88 0.24
C3 -0.90 0.70 1.54
C4 -0.50 -1.33 0.56
C5 0.21 -1.02 -0.77
C6 0.66 -0.45 0.54
H1 1.14 -0.13 -2.35
H2 -0.54 0.32 -2.44
H3 1.63 1.59 -0.56
H4 -0.89 0.69 -0.33
H5 -1.69 1.35 1.76
H6 -0.25 0.80 2.51
H7 -0.61 -2.36 0.81
H8 0.87 -1.81 -1.17
H9 1.57 -0.40 1.10
N1 0.58 1.47 -0.82
O1 -1.57 -0.49 1.16



Record 3
Density functional theory data (ωB97M-V with the def2-TZVPD basis set) for the molecule C5H5NO.

## Properties
Energy above the lowest of the compared OMol25 structures with the same formula, charge and spin   150.0 kcal/mol
HOMO-LUMO gap   0.3435 Ha
2S+1   1
Total charge   0

Element x y z (Å)
O1 0.85 0.44 0.60
C1 0.48 0.81 -0.66
C2 2.04 -0.14 0.62
C3 3.06 -0.77 0.58
C4 -0.98 0.87 -0.69
C5 -1.55 -0.49 -0.31
N1 -1.89 0.68 0.45
H1 3.94 -1.35 0.47
H2 -1.42 1.36 -1.55
H3 -0.85 -1.21 0.12
H4 -2.31 -0.91 -0.95
H5 -1.36 0.71 1.32



Record 4
Density functional theory data (ωB97M-V with the def2-TZVPD basis set) for the molecule C2H3NO3S in a non-equilibrium geometry.

## Properties
Energy above the lowest of the compared OMol25 structures with the same formula, charge and spin   44.4 kcal/mol
HOMO-LUMO gap   0.4015 Ha
2S+1   1
Total charge   0

Element x y z (Å)
C1 -0.77 -0.16 0.25
C2 -1.72 0.49 -0.51
N1 -0.06 -0.77 0.93
O1 1.86 0.95 0.82
O2 2.46 -1.42 1.32
O3 2.14 -0.60 -0.98
S1 2.04 -0.42 0.44
H1 -2.43 0.91 0.16
H2 -2.38 -0.08 -1.26
H3 -1.13 1.12 -1.15